Entry from the Open Molecules 2025 dataset: a cluster of 2 separate species, C15H20NO2S2 in total in a non-equilibrium geometry (ωB97M-V/def2-TZVPD).

```
40
Properties=species:S:1:pos:R:3:mulliken_charge:R:1
C 4.737 1.811 -1.185 -0.35
C 3.706 2.496 -1.847 -0.68
C 2.475 1.863 -2.050 -0.41
C 2.236 0.564 -1.540 0.61
C 0.939 -0.065 -1.725 0.73
S 0.745 -1.769 -1.613 -0.02
C -0.457 -1.986 -3.013 -0.63
C -1.271 -0.705 -3.105 -0.46
S -0.294 0.780 -2.589 -0.02
C 3.348 -0.174 -1.071 -0.46
C 4.578 0.455 -0.850 -0.69
H 5.671 2.330 -0.948 0.40
H 3.868 3.509 -2.230 0.39
H 1.743 2.322 -2.713 0.33
H 0.029 -2.242 -3.971 0.35
H -1.093 -2.832 -2.717 0.41
H -1.659 -0.536 -4.122 0.51
H -2.098 -0.729 -2.375 0.19
H 3.273 -1.259 -0.997 0.37
H 5.423 -0.114 -0.448 0.40
C -4.864 -0.298 0.490 -0.64
O -3.860 -0.143 1.497 -0.30
C -2.647 0.092 0.972 0.17
C -1.573 0.281 2.015 0.41
C -1.688 -0.579 3.311 -0.64
C -0.233 -0.741 3.787 -0.55
C 0.623 -0.084 2.668 -0.65
N -0.268 -0.019 1.491 -0.13
O -2.422 0.193 -0.228 -0.58
H -5.815 -0.217 1.012 0.25
H -4.769 0.472 -0.277 0.29
H -4.759 -1.281 0.024 0.29
H -1.620 1.349 2.335 0.18
H -2.325 -0.063 4.034 0.36
H -2.121 -1.564 3.091 0.31
H -0.066 -0.230 4.739 0.27
H 0.014 -1.802 3.895 0.29
H 0.910 0.945 2.995 0.32
H 1.551 -0.647 2.512 0.34
H 0.033 0.618 0.745 0.05
```

## Properties
E: -43128.1338 eV
charge: +1
LUMO level: -5.300 eV
frontier orbital gap: 0.2291 Ha
maximum force: 2.50 eV/Å